No. 1
Here is 2 unconnected molecules or ions with the total composition C2H6ClPS2 at a distorted geometry from the Open Molecules 2025 dataset. Energies are from ωB97M-V with the def2-TZVPD basis set.

Positions of all 12 atoms, in Å:
Cl  0.9216  -0.6254  2.7229
S  -0.1340  1.7448  -1.0398
S  1.9050  -0.1457  -2.8920
P  0.3955  -0.1357  -1.6954
C  0.2961  -1.3465  -0.2686
C  -0.9049  1.2822  0.5255
H  0.6054  -2.2432  -0.6543
H  0.8451  -0.8321  0.6017
H  -1.3783  2.2396  1.0011
H  -0.3048  0.8843  1.2652
H  -0.6713  -1.3031  0.0681
H  -1.5754  0.4810  0.3656

HOMO-LUMO gap (spin up / spin down) (eV): 4.9 / 4.9
ΔE to the lowest compared entry with this formula, charge and spin (kJ/mol): 319.6
Total charge: 0
HOMO (spin up / spin down) (eV): -8.3929 / -8.3933

=====

No. 2
Here is a molecular structure, C30H22N3O4PtS3 from the Open Molecules 2025 dataset. Energies are from ωB97M-V with the def2-TZVPD basis set.

Positions of all 63 atoms, in Å:
Pt  0.5672  -0.3641  0.9604
S  3.3807  0.4060  3.3590
S  1.3252  -2.6537  3.5752
S  3.5463  -4.2719  0.5652
O  -0.2548  0.0083  2.7628
O  2.5750  -0.5464  0.7417
O  1.0796  -0.0621  -1.5202
O  -2.2993  -0.7161  1.0378
N  -1.4527  -0.3629  0.3644
N  0.7297  1.5951  0.5771
N  0.2267  2.5213  1.2453
C  4.8864  -4.4910  -0.4723
C  -1.5446  5.9871  2.6445
C  -1.1152  3.6234  2.8453
C  -1.9781  2.3872  4.7606
C  5.5268  -3.3160  -0.7224
C  3.0003  -1.6486  1.5154
C  -0.5359  2.3806  2.3533
C  4.6996  -1.7813  3.4832
C  1.8364  1.0820  -1.5222
C  1.5537  -1.1517  -2.3139
C  3.2528  3.4759  -1.3891
C  -0.9822  4.8355  2.1480
C  1.6442  1.9634  -0.4580
C  0.6388  -2.6536  1.0936
C  -1.4487  1.2269  4.3080
C  5.1018  -1.0078  4.6079
C  -0.7200  1.1804  3.0834
C  1.6971  -2.3157  1.9626
C  -0.2267  -3.2872  3.1473
C  -2.4093  4.8058  4.5385
C  2.7448  1.4038  -2.5167
C  4.4620  0.1900  4.6673
C  2.3556  3.1507  -0.3874
C  3.4454  2.6005  -2.4470
C  -2.2653  5.9796  3.8468
C  3.8410  -2.5833  0.6849
C  3.7651  -1.1485  2.7234
C  -0.4557  -3.2508  1.8198
C  -1.8385  3.6160  4.0499
C  4.9269  -2.2172  -0.0523
H  5.2829  -1.1977  -0.1036
H  -2.5302  2.3926  5.6930
H  5.1281  -5.4743  -0.8411
H  -2.9635  4.7761  5.4683
H  -2.7039  6.8939  4.2218
H  2.9121  0.7338  -3.3464
H  0.8246  -2.8409  0.0406
H  3.8103  4.4000  -1.3332
H  -1.3549  -3.6237  1.3519
H  1.4913  -0.9125  -3.3747
H  2.2078  3.8009  0.4633
H  5.0863  -2.7634  3.2474
H  2.5766  -1.4076  -2.0312
H  0.8876  -1.9863  -2.1083
H  4.1532  2.8418  -3.2281
H  -0.4384  4.8574  1.2148
H  4.5901  0.9739  5.3961
H  6.3968  -3.2368  -1.3570
H  -1.5541  0.2986  4.8519
H  -1.4314  6.9126  2.0953
H  -0.8796  -3.6651  3.9182
H  5.8407  -1.3264  5.3277

HOMO-LUMO gap (spin up / spin down) (eV): 6.3 / 6.7
Total charge: +1
HOMO (spin up / spin down) (eV): -10.7415 / -10.7204

=====

No. 3
Here is a molecular structure, C3H3N3O2S at a distorted geometry from the Open Molecules 2025 dataset. Energies are from ωB97M-V with the def2-TZVPD basis set.

Positions of all 12 atoms, in Å:
S  -2.2164  0.3454  0.0053
O  -3.1743  -0.0400  0.9947
O  -2.1853  1.5614  -0.6886
N  -2.2553  -0.9862  -1.0765
N  -0.1049  0.0833  0.7956
N  3.8664  0.1346  -1.1538
C  1.0763  0.3104  0.8288
C  2.4613  0.4663  0.9741
C  3.2210  0.2419  -0.2020
H  2.9265  0.5459  1.9526
H  -1.8228  -1.7963  -0.4629
H  -1.7924  -0.8667  -1.9674

HOMO-LUMO gap (spin up / spin down) (eV): 5.6 / 5.6
ΔE to the lowest compared entry with this formula, charge and spin (kJ/mol): 371.2
Total charge: 0
HOMO (spin up / spin down) (eV): -8.3454 / -8.3391

=====

No. 4
Here is 2 unconnected molecules or ions with the total composition CH6N3PS at a distorted geometry from the Open Molecules 2025 dataset. Energies are from ωB97M-V with the def2-TZVPD basis set.

Positions of all 12 atoms, in Å:
S  -0.1043  -1.2575  -2.0747
P  0.3168  -0.4976  -0.3948
N  -0.5079  -0.8533  1.0040
N  0.0079  1.9121  -0.4075
N  1.9104  -0.7205  0.1218
C  -1.7523  -0.6286  1.0260
H  2.0823  -0.4689  1.0142
H  -0.6811  1.8494  -1.1640
H  0.9461  2.2480  -0.6535
H  -2.4311  -0.4981  0.1784
H  -2.3908  -0.6059  1.8274
H  2.6039  -0.4791  -0.4774

HOMO-LUMO gap (spin up / spin down) (eV): 8.3 / 8.3
ΔE to the lowest compared entry with this formula, charge and spin (kJ/mol): 253.1
Total charge: 0
HOMO (spin up / spin down) (eV): -8.6629 / -8.6641

=====

No. 5
Here is a molecular structure, C29H28IN2OP2PtS at a distorted geometry from the Open Molecules 2025 dataset. Energies are from ωB97M-V with the def2-TZVPD basis set.

Positions of all 65 atoms, in Å:
Pt  0.8885  0.5572  0.7264
I  6.7243  0.4170  1.8003
S  1.0394  1.3862  2.8637
P  0.6494  0.1417  -1.6914
P  -0.8056  -0.8337  1.0324
O  2.9727  1.2202  0.3498
N  3.4646  0.1078  3.6146
N  3.8873  -0.8418  0.5101
C  -3.5659  1.4003  3.0634
C  -4.7679  -0.3434  1.9339
C  3.9699  0.4825  0.4390
C  5.3305  1.1186  0.3558
C  0.3176  -4.4184  3.6813
C  2.4764  0.6299  3.3211
C  -0.3934  -1.3698  -1.7826
C  1.4920  -0.4721  -4.2467
C  -3.5786  -0.8240  1.4112
C  0.9442  0.5372  -3.4503
C  1.6524  -0.2775  -5.6076
C  -0.9431  -4.3442  3.1004
C  -2.6111  2.6333  -1.0129
C  1.2435  -3.4126  3.4590
C  0.6195  1.7649  -4.0163
C  -1.3360  -1.5444  -0.5925
C  0.9143  -2.3324  2.6515
C  0.7887  1.9537  -5.3809
C  0.1561  2.7176  -0.8497
C  -0.4740  1.5519  -1.3206
C  -1.8635  1.5440  -1.4331
C  -1.9823  3.7581  -0.4992
C  -2.3742  0.9218  2.5396
C  -0.3432  -2.2529  2.0628
C  -2.3670  -0.1938  1.7075
C  -0.5977  3.8095  -0.4414
C  -1.2747  -3.2666  2.2981
C  1.2936  0.9372  -6.1768
C  -4.7631  0.7714  2.7607
H  2.9779  -1.2639  0.6267
H  1.6341  -1.5386  2.5106
H  1.7867  -1.4186  -3.8079
H  -2.5708  4.6054  -0.1735
H  -0.9522  -1.3701  -2.7198
H  -2.2927  -1.0827  -0.8179
H  4.7105  -1.3882  0.7102
H  0.3044  -2.2086  -1.8368
H  -1.4515  1.4230  2.7870
H  0.5238  2.9060  -5.8202
H  -2.3708  0.6949  -1.8726
H  -3.5544  2.2681  3.7091
H  0.5703  -5.2575  4.3157
H  -1.5189  -2.6058  -0.4179
H  5.2199  2.1903  0.4680
H  -3.6899  2.6052  -1.0941
H  -5.6986  -0.8399  1.6938
H  1.4110  1.0913  -7.2410
H  2.2206  -3.4525  3.9220
H  1.2382  2.8040  -0.8883
H  2.0643  -1.0677  -6.2206
H  -1.6714  -5.1230  3.2822
H  -5.6921  1.1468  3.1687
H  -2.2683  -3.2150  1.8705
H  5.7709  0.8913  -0.6128
H  -3.6124  -1.6975  0.7724
H  -0.0975  4.6978  -0.0794
H  0.2256  2.5709  -3.4145

HOMO-LUMO gap (eV): 7.3
ΔE to the lowest compared entry with this formula, charge and spin (kJ/mol): 162.5
Total charge: +1
HOMO (eV): -11.1496

=====

No. 6
Here is 9 unconnected molecules or ions with the total composition C4H25N2O9S at a distorted geometry from the Open Molecules 2025 dataset. Energies are from ωB97M-V with the def2-TZVPD basis set.

Positions of all 41 atoms, in Å:
S  2.9258  -0.2962  -1.7192
O  0.9147  -1.8967  1.8404
O  -1.8214  -1.6789  2.0702
O  -3.4199  1.0147  1.3176
O  -0.6976  -3.3128  0.1687
O  -2.1509  -0.6138  -0.4591
O  1.2036  0.2389  3.5190
O  1.8294  1.0273  -4.4516
O  -0.8863  1.6306  -4.1720
O  -1.2924  0.6659  4.4691
N  -0.0033  -0.4896  -1.3104
N  0.3950  2.5291  0.9332
C  -1.2144  -1.0483  -1.1558
C  1.9863  0.6298  -0.4364
C  -0.3202  1.4034  0.2998
C  0.5237  0.8221  -0.8377
H  -2.9593  0.5110  0.6138
H  1.0605  -1.1356  2.4897
H  2.0829  0.0584  0.4871
H  -1.3470  -1.9713  -1.7193
H  -4.1540  0.4637  1.6046
H  -1.0451  1.0812  -3.4001
H  0.0749  1.4768  -4.3633
H  0.8658  3.1062  0.2468
H  -1.5115  -3.2692  0.6886
H  -1.9575  -1.2117  1.2022
H  2.0208  0.4323  -3.6816
H  2.4406  1.6043  -0.2930
H  -0.8370  -1.7800  2.1346
H  -1.5823  -0.1788  4.0657
H  1.3553  1.0302  2.9711
H  0.3238  0.4074  3.9443
H  -0.2462  3.1086  1.4578
H  -1.2720  1.7355  -0.1146
H  -0.4661  0.6681  1.0789
H  -0.0185  -2.9732  0.7715
H  0.4695  1.4782  -1.7113
H  2.4564  1.7446  -4.3533
H  1.3345  -1.5834  1.0318
H  -1.8024  1.2944  3.9297
H  0.7214  -1.0169  -1.8028

HOMO-LUMO gap (eV): 7.0
ΔE to the lowest compared entry with this formula, charge and spin (kJ/mol): 59.2
Total charge: -1
HOMO (eV): -4.2783

=====

No. 7
Here is a molecular structure, C41H57ClN9O4P3Zn at a distorted geometry from the Open Molecules 2025 dataset. Energies are from ωB97M-V with the def2-TZVPD basis set.

Positions of all 116 atoms, in Å:
Zn  0.4165  -0.9943  0.8554
Cl  -0.1719  -3.0755  1.5456
P  -0.5291  1.8610  2.2720
P  -2.8227  0.0668  2.1246
P  1.5868  -1.2500  -1.8856
O  2.1042  2.6717  1.4446
O  0.2685  0.6661  1.9713
O  4.1997  2.4809  1.8511
O  -1.9574  -0.4982  1.0783
N  1.7517  0.0698  -2.9212
N  0.1743  -1.9475  -2.5688
N  1.7246  -0.8487  -0.4086
N  2.7710  -2.3639  -2.3569
N  4.9428  0.3742  3.1695
N  1.9716  -1.6427  2.9209
N  3.0490  2.0319  1.8666
N  2.7834  0.8455  2.3644
N  3.2422  -1.1841  3.2511
C  0.3955  4.4470  2.9664
C  -4.0970  -0.7734  4.4665
C  -4.4793  -1.7225  5.3936
C  0.3120  3.1040  3.3012
C  -2.3681  3.5935  1.1141
C  1.3190  1.2277  -5.0211
C  -0.9873  -3.9508  -3.2639
C  1.7385  3.4809  5.1939
C  -5.2246  1.5797  2.1033
C  1.1493  5.3037  3.7492
C  -4.2602  0.9777  -0.0142
C  3.6243  -2.9660  -1.3491
C  2.2948  2.3685  -4.7057
C  -3.5595  -3.4515  4.0054
C  0.9888  2.6226  4.4118
C  1.7975  -0.0593  -4.3613
C  -0.1167  -3.3096  -2.1782
C  -3.1904  -2.5083  3.0602
C  -1.4865  3.1136  -1.4669
C  1.8207  4.8245  4.8622
C  -1.3223  2.7061  0.8854
C  -4.2075  -3.0627  5.1651
C  3.6728  0.0367  2.8861
C  -4.2154  0.9648  1.3743
C  -2.5306  3.9953  -1.2396
C  -6.3030  2.2183  0.0534
C  -2.9711  4.2381  0.0517
C  -3.4576  -1.1671  3.2961
C  2.8955  -2.9346  -3.6855
C  3.3558  -4.3899  -3.6273
C  -6.2660  2.2011  1.4388
C  -0.8792  2.4651  -0.4043
C  4.9595  -3.3677  -1.9691
C  -0.9942  -1.0855  -2.5016
C  4.7552  -4.4826  -3.0064
C  -2.2861  -1.8896  -2.6567
C  -5.2949  1.6118  -0.6768
C  2.9522  2.1596  -3.3317
C  2.0111  1.4007  -2.4044
C  -1.9610  1.2509  3.2648
C  -2.0764  -2.9651  -3.7173
H  0.3209  1.4665  -4.6487
H  3.8807  -1.7798  3.7744
H  3.3620  -4.8075  -4.6363
H  3.7525  -2.2271  -0.5562
H  -3.7862  4.9236  0.2329
H  -3.0076  4.4916  -2.0719
H  -4.2899  0.2722  4.6600
H  1.1596  -0.8972  -4.6505
H  5.5186  -4.3969  -3.7836
H  3.6311  -2.3705  -4.2789
H  1.7594  3.3206  -4.7292
H  -1.5252  0.6674  4.0827
H  -0.6236  -3.3580  -1.2042
H  3.2094  3.1221  -2.8874
H  -3.1036  -1.2239  -2.9476
H  0.9449  1.5634  4.6230
H  -0.0638  1.7699  -0.5399
H  0.8268  -3.8489  -2.0768
H  -3.0120  -3.4881  -3.9226
H  -5.2054  1.5787  3.1838
H  5.3988  -2.4900  -2.4467
H  2.4241  1.2951  -1.3993
H  -2.6653  -2.7978  2.1613
H  1.9894  -2.5625  2.4876
H  -4.9721  -1.4143  6.3039
H  5.6445  -3.7027  -1.1876
H  -1.7677  -2.4697  -4.6395
H  -7.1186  2.7090  -0.4557
H  2.4238  5.4942  5.4595
H  1.3457  -1.6703  3.7220
H  1.9305  -2.8633  -4.1896
H  2.6483  -4.9723  -3.0348
H  1.0801  1.9777  -2.3225
H  4.8767  -5.4622  -2.5384
H  -0.3649  -4.2254  -4.1190
H  -5.3155  1.6299  -1.7575
H  3.8714  1.5825  -3.4408
H  2.2716  3.0992  6.0524
H  -1.4281  -4.8644  -2.8624
H  2.8195  -0.2641  -4.7157
H  5.6231  -0.3016  3.4643
H  3.1578  -3.8582  -0.9033
H  1.2351  6.3453  3.4760
H  1.2425  1.0712  -6.0988
H  -2.7084  3.7833  2.1221
H  -3.4635  0.4939  -0.5600
H  -7.0556  2.6753  2.0033
H  5.2335  1.2717  2.7885
H  -2.6245  2.0100  3.6697
H  -1.1442  2.9361  -2.4762
H  -1.0200  -0.5239  -1.5496
H  -0.9253  -0.3570  -3.3177
H  -2.5608  -2.3550  -1.7097
H  -3.3214  -4.4905  3.8466
H  3.0735  2.4128  -5.4711
H  -0.0985  4.8103  2.0789
H  -4.4969  -3.7996  5.9003

HOMO-LUMO gap (eV): 7.3
Total charge: 0
HOMO (eV): -7.0685

=====

No. 8
Here is 4 unconnected molecules or ions with the total composition C2H12O3S at a distorted geometry from the Open Molecules 2025 dataset. Energies are from ωB97M-V with the def2-TZVPD basis set.

Positions of all 18 atoms, in Å:
S  1.5057  -1.4209  0.1061
O  -0.3911  -0.5095  -2.3018
O  -2.4244  -0.1118  -0.6025
O  -1.3016  -1.0181  1.7862
C  2.0608  0.3240  0.3217
C  0.9456  1.3059  0.6457
H  -0.0258  -1.0341  -3.0213
H  0.5004  1.1139  1.6175
H  -1.8726  -0.5819  2.4183
H  2.8506  0.2871  1.0686
H  0.2713  1.3664  -0.1947
H  0.3705  -1.2829  0.7811
H  0.1622  -0.7219  -1.5192
H  -1.7201  -0.8561  0.9119
H  1.4480  2.2631  0.8179
H  -3.0747  0.5273  -0.8792
H  2.5660  0.6620  -0.5792
H  -1.8708  -0.3125  -1.3771

HOMO-LUMO gap (eV): 9.9
ΔE to the lowest compared entry with this formula, charge and spin (kJ/mol): 7.5
Total charge: 0
HOMO (eV): -9.1635

=====

In a.u., the E_tot values for the records above are, in order, -1677.64607; -2935.12751; -828.89590; -945.45394; -2804.40810; -1352.38875; -5653.96786; -707.30170.